61
Properties=species:S:1:pos:R:3:forces:R:3:lowdin_spin:R:1 method="wB97M-V/def2-TZVPD" e_tot_ev=-59174.8016 charge=+3 spin_multiplicity=2 e_lumo_ev="-9.91 / -9.86" gap_ev="6.858 / 6.917" s2=0.757 e_homo_ev="-16.77 / -16.78" e_above_lowest_kcal_mol=16.0
Re 1.142 -0.565 0.030 -0.3 0.2 -0.8 0.90
S 5.056 1.430 -1.319 0.0 0.0 -0.1 0.01
Si -0.113 -1.668 -1.860 0.4 -0.5 0.5 0.01
O 2.115 -2.591 0.389 0.0 0.1 0.0 0.01
N -0.272 -0.645 3.703 0.0 0.0 0.0 0.00
N 0.786 -1.521 1.779 0.1 0.0 0.2 0.00
N 0.530 1.402 0.266 0.0 -0.4 0.1 0.01
N 2.846 0.525 -0.520 -0.2 -0.2 -0.1 0.00
N 0.916 3.564 0.143 0.0 0.2 0.0 0.01
N 0.961 -2.650 3.692 0.0 -0.1 0.1 0.00
C -1.907 -1.872 -1.651 -0.1 0.1 0.1 0.00
C 3.815 2.551 -0.977 0.1 0.2 0.0 0.00
C -2.702 -1.973 -2.798 -0.1 0.0 0.0 0.00
C 2.237 0.923 -3.995 0.0 -0.1 0.0 0.00
C 4.043 0.142 -0.913 0.0 0.2 0.2 0.00
C 0.581 -0.128 -2.570 0.4 0.2 0.2 0.00
C 1.442 2.067 -4.045 0.0 0.0 0.0 -0.01
C -3.871 -2.135 -0.270 0.1 0.0 0.0 0.00
C 1.625 -2.577 1.521 -0.1 0.2 0.1 0.01
C -4.652 -2.233 -1.415 0.0 0.0 0.0 0.00
C 1.405 2.345 -0.083 -0.1 0.0 0.2 0.02
C -1.830 1.560 1.188 0.0 -0.1 0.0 0.00
C -0.608 2.057 0.739 0.1 0.0 -0.1 0.00
C 0.780 -3.067 5.087 0.0 0.0 0.0 0.00
C 1.811 -0.170 -3.262 -0.1 0.1 -0.2 0.00
C -4.072 -2.155 -2.675 0.0 0.0 0.0 0.00
C -2.772 2.486 1.588 0.0 0.1 0.0 0.00
C -2.501 -1.957 -0.386 -0.1 -0.1 -0.1 0.00
C -1.318 4.366 1.063 0.1 0.1 0.0 0.00
C 0.221 2.127 -3.371 -0.1 0.0 0.0 0.00
C -0.209 1.041 -2.635 0.0 0.1 -0.2 0.00
C 2.703 1.907 -0.553 0.1 -0.2 0.0 0.00
C 1.785 -3.417 2.751 0.0 0.0 -0.1 0.00
C -2.515 3.869 1.532 0.0 -0.1 0.0 0.00
C -0.372 3.429 0.664 0.0 0.0 0.0 0.00
C 0.457 -1.570 3.122 0.0 -0.1 0.0 0.00
H -1.178 1.069 -2.146 0.1 0.0 0.0 0.00
H 0.769 -2.805 -2.178 -0.1 -0.1 -0.1 0.01
H 2.402 -1.081 -3.260 0.0 0.0 0.0 0.00
H -2.054 0.496 1.164 0.0 0.1 0.0 0.00
H 1.766 2.914 -4.637 0.0 0.0 0.0 0.00
H -0.469 -0.664 4.693 0.0 0.0 0.0 0.00
H 3.158 0.876 -4.561 0.0 0.0 0.0 0.00
H 2.828 -3.480 3.069 0.0 0.0 0.0 0.00
H -4.684 -2.240 -3.562 0.0 0.0 0.0 0.00
H -0.639 0.125 3.161 0.0 0.0 0.0 0.00
H 1.401 4.436 -0.009 0.0 0.0 0.0 0.00
H -4.331 -2.211 0.707 0.0 0.0 0.0 0.00
H -2.265 -1.917 -3.790 0.0 0.0 0.0 0.00
H -3.283 4.559 1.854 0.0 0.0 0.0 0.00
H -0.192 -2.742 5.452 0.0 0.0 0.0 0.00
H 3.982 3.612 -1.086 0.0 0.0 0.0 0.00
H -1.888 -1.909 0.510 0.0 0.0 0.0 0.00
H -1.131 5.431 1.010 0.0 0.0 0.0 0.00
H -5.720 -2.379 -1.324 0.0 0.0 0.0 0.00
H -0.405 3.006 -3.459 0.0 0.0 0.0 0.00
H 4.353 -0.893 -0.956 0.0 0.0 0.0 0.00
H 1.403 -4.430 2.604 0.0 0.0 0.0 0.00
H 0.803 -4.153 5.130 0.0 0.0 0.0 0.00
H -3.739 2.148 1.936 0.0 0.0 0.0 0.00
H 1.571 -2.668 5.719 0.0 0.0 0.0 0.00